1.
Below is 9 unconnected molecules or ions with the total composition C17H18Cl24NO2 at a distorted geometry, with properties calculated with wB97M-V/def2-TZVPD.

Structure (XYZ):
```
62
Properties=species:S:1:pos:R:3:forces:R:3
Cl -10.180 3.144 -0.837 0.0500 0.0254 -0.0367
Cl 7.594 2.155 -5.979 -0.0385 -0.0339 0.0493
Cl -2.641 -3.214 -0.795 -0.7193 0.1505 -0.0217
Cl 8.685 1.131 -3.490 0.0147 -0.0206 0.0338
Cl 8.513 3.504 1.223 -0.0949 -0.0440 -0.0228
Cl 2.461 -5.255 -0.880 0.0036 0.0924 -0.0164
Cl 6.562 5.484 0.393 -0.0364 -0.0978 0.0005
Cl -4.674 1.415 -0.347 0.1907 0.1469 0.2165
Cl -4.804 -5.846 -5.464 0.0553 0.0225 0.0000
Cl -7.834 1.613 -1.604 -0.0991 0.1234 -0.0534
Cl -3.452 3.869 0.622 -0.0122 0.0009 -0.0125
Cl 0.127 -3.530 -0.765 0.6831 -0.1030 -0.2973
Cl -7.577 4.422 -0.891 -0.4525 0.3016 -0.2220
Cl 3.425 1.560 -0.498 -0.0105 0.0303 0.0433
Cl 5.694 3.085 1.782 -0.0605 -0.0747 0.1402
Cl 5.561 0.776 -2.303 -0.0564 0.0131 0.1017
Cl -5.428 -3.536 -0.031 0.0538 0.0196 -0.0222
Cl -5.888 2.866 1.851 0.0270 0.0063 -0.0436
Cl -4.817 -3.093 -6.381 0.0570 -0.0169 0.0121
Cl 9.137 -0.303 -5.975 -0.0506 0.0034 0.0492
Cl 2.471 -2.689 -2.251 0.0268 0.0064 -0.1098
Cl -3.163 -3.863 -4.122 0.2917 -0.0760 -0.3267
Cl -4.642 -1.314 -1.726 0.0625 -0.2446 -0.1502
Cl 2.942 1.434 -3.362 0.0155 -0.0541 0.0975
O -0.761 -1.217 1.582 0.2043 -0.3683 0.1697
O 0.747 -2.777 2.142 -0.2305 1.3738 0.3189
N 2.677 0.903 4.598 0.5965 0.7877 0.7022
C -4.324 -2.996 -1.299 -0.2553 -0.0260 0.2227
C -8.615 3.198 -1.640 -0.1211 -0.1916 0.0601
C 1.884 -3.592 -0.849 -0.0607 -0.1226 0.1992
C 8.010 0.704 -5.069 0.0732 0.0350 -0.1357
C 1.157 -0.677 3.052 -0.8426 -0.0884 -0.3490
C -2.287 0.702 4.190 0.0436 -0.1806 -0.5679
C 1.682 0.495 2.551 -0.9975 -0.6340 -1.4280
C -4.975 3.007 0.348 0.0925 -0.0351 -0.0135
C 2.163 -0.203 5.129 0.6550 0.2555 1.1906
C 0.334 -1.639 2.223 0.4761 -1.8590 -0.5635
C -3.847 -4.381 -5.670 -0.1978 -0.0084 -0.0398
C 6.871 3.769 0.645 0.2229 0.2127 -0.1172
C 3.822 0.726 -2.012 0.0121 0.0466 -0.2690
C 2.438 1.266 3.348 0.7469 1.2251 -0.5815
C -1.906 -1.074 2.480 1.2448 1.2347 1.1665
C 1.405 -1.004 4.366 -0.8234 -1.4448 0.0806
C -2.052 0.363 2.899 0.2676 -0.3524 -0.0999
H -1.814 -1.706 3.377 0.1482 -0.1202 -0.2566
H 7.103 0.135 -4.905 0.0189 0.0179 0.0161
H 3.518 -0.306 -1.909 0.0102 -0.0149 0.0270
H -2.817 -1.389 1.972 0.2376 0.0755 -0.3585
H 3.259 1.512 5.164 -0.0512 -0.1156 0.0554
H -4.490 -3.603 -2.181 -0.0476 0.0742 0.2162
H 2.388 -0.425 6.163 0.0710 0.1356 -0.0265
H 1.001 -1.904 4.812 -0.0090 -0.0393 -0.1519
H 2.862 2.182 2.955 0.1834 0.0595 0.3919
H -1.909 1.085 2.094 -1.7494 0.0239 -0.2602
H -3.027 -4.601 -6.342 0.0082 0.0142 0.0445
H -8.771 3.475 -2.675 0.0386 0.0267 0.0269
H 1.493 0.792 1.527 0.0141 0.0390 0.0461
H -3.158 1.304 4.440 1.0937 1.3245 0.1714
H 6.756 3.258 -0.303 -0.0593 -0.0337 0.0462
H 2.278 -3.114 0.039 0.0036 -0.0600 0.0012
H -5.574 3.578 -0.360 0.3602 -0.2457 0.2660
H -1.595 0.336 4.950 -1.2787 -1.1987 0.3905
```
Forces are in eV/Å.

Computed properties:
- LUMO energy: -4.79 eV
- Calculated total energy: -324034.128 eV
- Net charge: +1
- Kohn-Sham gap: 0.2490 Eh

In the natural (NBO) picture, each atom carries the following charge in e: Cl 0.039; Cl 0.027; Cl 0.002; Cl 0.007; Cl 0.041; Cl 0.039; Cl 0.041; Cl 0.011; Cl 0.031; Cl 0.022; Cl -0.003; Cl 0.030; Cl 0.009; Cl -0.030; Cl -0.035; Cl 0.023; Cl 0.022; Cl 0.017; Cl 0.030; Cl 0.033; Cl 0.001; Cl -0.001; Cl 0.020; Cl 0.044; O -0.514; O -0.494; N -0.409; C -0.287; C -0.282; C -0.285; C -0.287; C -0.003; C -0.393; C -0.207; C -0.296; C 0.085; C 0.779; C -0.283; C -0.281; C -0.286; C 0.092; C -0.128; C -0.207; C -0.202; H 0.193; H 0.227; H 0.238; H 0.252; H 0.453; H 0.245; H 0.254; H 0.269; H 0.257; H 0.217; H 0.233; H 0.235; H 0.275; H 0.231; H 0.236; H 0.221; H 0.245; H 0.188

---

2.
Below is a molecular structure, C17H18Cl3N5O3SSiV, with properties calculated with wB97M-V/def2-TZVPD.

Structure (XYZ):
```
49
Properties=species:S:1:pos:R:3:forces:R:3
V -1.125 -1.109 0.566 -0.0684 -0.0227 -0.1372
Cl -1.565 2.234 -1.544 0.0151 -0.0031 -0.0270
Cl 0.251 -0.078 -3.029 -0.0066 0.0141 0.0007
Cl 1.415 1.456 -0.360 -0.0377 -0.0229 -0.0198
S -3.274 -2.552 1.125 0.0096 0.1177 -0.0010
Si -0.368 0.591 -1.173 0.0308 0.0261 0.0550
O -3.011 -1.571 0.003 0.0172 -0.0004 0.0214
O -3.672 -3.851 0.714 0.0127 -0.0240 0.0159
O -1.988 -2.471 1.903 0.0061 -0.0039 -0.0168
N -0.029 -2.507 -0.477 -0.0215 -0.0333 0.0787
N -0.602 1.569 3.649 0.0419 -0.0258 -0.0009
N -1.282 0.514 1.837 -0.0189 -0.0215 0.0617
N 0.811 -1.078 1.559 0.0214 0.0150 -0.0135
N 1.583 -4.008 -0.488 0.0043 0.0138 -0.0003
C -1.155 -3.252 -2.618 0.0091 -0.0018 0.0053
C 0.827 -4.246 -1.637 0.0029 -0.0002 -0.0047
C -3.993 3.052 1.894 -0.0115 -0.0025 -0.0182
C -0.009 -5.134 -3.644 0.0051 -0.0059 -0.0023
C -2.169 1.566 2.079 -0.0065 0.0087 -0.0264
C -2.424 3.341 3.731 0.0035 -0.0006 -0.0099
C -0.381 0.557 2.799 -0.0617 0.0201 0.0018
C 0.683 -0.489 2.899 0.0227 -0.0349 0.0363
C 1.024 -2.978 0.161 0.0060 -0.0279 -0.0187
C 1.430 -2.409 1.484 0.0116 -0.0076 0.0317
C -3.312 1.963 1.391 0.0065 -0.0159 0.0168
C 0.948 -5.187 -2.651 -0.0057 0.0042 0.0004
C -4.525 -1.828 2.123 0.0064 -0.0241 0.0100
C -0.190 -3.295 -1.618 -0.0020 0.0134 -0.0317
C -1.747 2.240 3.223 -0.0169 0.0291 -0.0155
C -3.554 3.731 3.042 0.0029 0.0087 0.0191
C -1.045 -4.186 -3.626 -0.0105 0.0045 -0.0028
H 1.334 -0.421 0.971 -0.0008 -0.0057 0.0078
H 1.014 -3.035 2.278 0.0102 0.0066 0.0030
H 0.036 -5.845 -4.457 0.0013 -0.0016 0.0000
H 1.741 -5.922 -2.665 0.0007 -0.0023 -0.0011
H -4.883 3.400 1.389 -0.0005 -0.0016 -0.0019
H 0.348 -1.264 3.593 0.0197 0.0042 0.0044
H 2.401 -4.517 -0.197 0.0041 0.0052 -0.0002
H -0.028 1.811 4.440 0.0022 0.0006 0.0002
H -2.090 3.866 4.615 0.0013 -0.0014 0.0035
H -4.674 -2.479 2.982 -0.0028 -0.0006 -0.0011
H 2.515 -2.378 1.602 -0.0013 -0.0065 -0.0094
H -4.117 4.584 3.394 -0.0023 -0.0001 0.0011
H -4.208 -0.835 2.433 0.0071 0.0035 -0.0094
H 1.625 -0.078 3.271 -0.0041 0.0061 -0.0026
H -5.433 -1.780 1.525 0.0008 -0.0056 -0.0055
H -3.635 1.446 0.497 -0.0027 0.0027 0.0020
H -1.951 -2.520 -2.598 0.0002 -0.0003 0.0010
H -1.772 -4.192 -4.425 -0.0011 0.0003 0.0000
```
Forces are in eV/Å.

Computed properties:
- LUMO energy (spin up / spin down): -3.57 / -2.81 eV
- Calculated total energy: -113485.215 eV
- Net charge: +1
- Spin multiplicity: 3
- Energy relative to the best compared isomer or geometry (same formula, charge and spin): 0.002 eV
- Kohn-Sham gap (spin up / spin down): 0.2913 / 0.3120 Eh

In the natural (NBO) picture, each atom carries the following charge in e: V 1.264; Cl -0.371; Cl -0.370; Cl -0.430; S 2.378; Si 0.864; O -0.959; O -0.879; O -1.006; N -0.556; N -0.504; N -0.560; N -0.655; N -0.503; C -0.179; C 0.172; C -0.194; C -0.178; C 0.071; C -0.242; C 0.443; C -0.264; C 0.440; C -0.265; C -0.195; C -0.245; C -0.885; C 0.078; C 0.171; C -0.179; C -0.192; H 0.437; H 0.243; H 0.232; H 0.233; H 0.234; H 0.243; H 0.438; H 0.439; H 0.234; H 0.267; H 0.229; H 0.234; H 0.251; H 0.231; H 0.270; H 0.242; H 0.240; H 0.233